C25H42GeMoNO3 as an isolated structure at a distorted geometry. Source: the OMol25 dataset; level of theory: ωB97M-V/def2-TZVPD.

Results
ΔE to the lowest compared entry with this formula, charge and spin: 19.1 kcal/mol
2S+1: 2
F_max: 1.45 eV Å⁻¹
total charge: +4
orbital gap (alpha / beta): 7.7 / 5.5 eV

Structure (XYZ):
```
73
Properties=species:S:1:pos:R:3:forces:R:3
Mo 1.34664 -0.16035 0.14422 0.612 1.055 -0.487
C 0.45198 3.10700 1.09221 0.006 0.020 0.019
C 1.58438 2.53827 1.92419 0.007 -0.022 0.064
C 2.65499 3.56758 2.22482 -0.017 0.026 0.008
C 1.09667 1.83334 3.17231 0.011 0.019 0.008
O 2.22361 1.47807 1.05562 -0.151 -0.160 -0.066
Ge 4.05748 1.35039 0.61217 0.035 0.063 -0.108
O 3.27978 0.06447 -0.53950 -0.006 -0.106 0.235
C 4.12856 -0.73024 -1.54534 -0.100 0.095 0.036
C 3.50171 -2.10290 -1.63599 0.081 -0.038 0.005
C 4.06157 0.04306 -2.84523 0.043 -0.064 -0.040
C 5.53174 -0.77866 -0.97114 0.014 -0.003 -0.030
O 1.23786 -1.51029 1.06868 -0.145 -0.566 0.327
C 1.16272 -3.94838 2.29847 0.063 -1.274 0.687
C 2.27834 -4.52398 1.55356 0.072 0.339 -0.284
C 1.40671 -3.43460 3.64020 0.052 0.424 -0.099
C -0.19922 -4.31115 1.91307 -0.093 0.309 -0.145
H -0.09432 3.85400 1.66875 0.004 -0.005 0.004
H -0.26687 2.32189 0.81726 0.005 -0.001 0.002
H 0.82393 3.59746 0.19144 -0.001 -0.011 -0.006
H 2.23303 4.37219 2.82805 -0.014 -0.008 0.002
H 3.04289 4.03298 1.31401 0.010 -0.013 -0.003
H 3.47482 3.14213 2.80960 0.008 0.006 -0.004
H 0.60367 2.54828 3.83137 0.002 0.003 -0.008
H 1.92444 1.39014 3.72641 -0.001 -0.004 -0.003
H 0.37476 1.05064 2.92089 -0.020 -0.018 -0.001
H 2.53010 -2.07097 -2.13054 -0.019 0.008 0.028
H 3.40897 -2.55750 -0.64753 0.015 -0.002 -0.010
H 4.14586 -2.74803 -2.23421 -0.017 0.006 -0.027
H 3.06362 0.00613 -3.28372 -0.016 0.024 0.014
H 4.75631 -0.39732 -3.56186 -0.023 -0.018 -0.011
H 4.36042 1.08388 -2.70817 0.020 -0.008 0.003
H 5.54544 -1.17652 0.04734 -0.006 -0.014 -0.001
H 6.02905 0.19515 -0.99945 -0.012 0.010 0.019
H 6.14480 -1.44368 -1.58018 0.010 0.014 -0.009
H 3.20882 -3.97002 1.66453 0.004 -0.018 0.056
H 2.05546 -4.75246 0.51392 -0.032 -0.040 0.016
H 2.44175 -5.48851 2.07013 0.035 0.005 -0.027
H 2.40508 -3.03288 3.79385 0.025 -0.061 0.002
H 1.32500 -4.34874 4.26040 -0.006 0.035 0.030
H 0.63422 -2.75911 4.00186 -0.044 -0.048 0.006
H -0.37832 -4.22247 0.84170 0.034 -0.043 -0.011
H -0.97271 -3.83004 2.50515 0.005 -0.012 -0.004
H -0.24340 -5.39611 2.11717 -0.032 0.011 -0.014
C -3.99732 0.74762 -1.46444 0.051 0.038 -0.006
C -3.64498 0.82774 -0.04063 -0.050 -0.062 -0.032
C -2.79729 -0.15262 0.57247 -0.466 -0.011 0.186
C -2.68434 -0.17475 1.92927 -0.003 0.022 -0.016
C -3.34600 0.81307 2.72461 -0.014 -0.014 -0.005
C -4.12459 1.82333 2.13195 0.026 0.020 0.030
C -4.25878 1.84236 0.77378 -0.012 -0.004 -0.023
H -5.03198 0.37058 -1.53200 -0.001 -0.004 0.000
H -3.35961 0.07113 -2.02908 -0.004 0.005 -0.003
H -4.03944 1.73824 -1.92565 0.001 -0.001 -0.001
H -2.41150 -0.96378 -0.03267 0.108 0.090 -0.072
H -2.15138 -0.97172 2.43213 0.033 0.044 -0.004
H -3.25950 0.76644 3.80372 -0.010 0.010 0.001
H -4.62230 2.55701 2.75259 0.005 0.004 -0.003
H -4.86382 2.59763 0.28594 -0.017 -0.009 0.007
C -0.90124 0.29940 -5.83086 -0.003 -0.003 0.015
C -0.43867 0.19231 -4.41951 -0.010 -0.037 -0.008
C 0.04849 1.29519 -3.71176 0.005 0.000 0.029
C 0.48843 1.14225 -2.41743 0.034 0.003 0.009
N 0.46140 -0.04588 -1.77130 -0.079 -0.082 -0.243
C -0.02824 -1.12095 -2.44168 -0.014 0.068 0.032
C -0.47467 -1.03468 -3.73385 -0.017 0.022 -0.037
H -0.61367 1.24436 -6.28462 -0.002 -0.001 -0.003
H -1.99180 0.21986 -5.86578 0.002 0.000 -0.007
H -0.50901 -0.52404 -6.42882 0.002 0.004 -0.005
H 0.10567 2.26991 -4.17827 0.000 0.000 -0.003
H 0.89456 1.98895 -1.87178 0.010 -0.005 0.000
H -0.03115 -2.06427 -1.90935 -0.001 -0.008 -0.010
H -0.83884 -1.92634 -4.22845 0.004 -0.001 0.001
```
Positions in Å, forces in eV/Å.

---

One molecule with the formula C17H20FNO at a distorted geometry. Source: the OMol25 dataset; level of theory: ωB97M-V/def2-TZVPD.

Results
SMILES string: COc1ccc(CC[C@H](C)Nc2ccc(F)cc2)cc1
ΔE to the lowest compared entry with this formula, charge and spin: 339.7 kcal/mol
F_max: 19.74 eV Å⁻¹
total charge: 0
orbital gap: 7.7 eV

Structure (XYZ):
```
40
Properties=species:S:1:pos:R:3:forces:R:3
C -4.55402 -2.91688 0.79567 -0.532 1.961 -3.728
O -3.17019 -2.79712 0.09444 -6.477 -7.037 4.499
C -2.74409 -1.71233 -0.25344 0.795 7.317 -3.174
C -1.51024 -1.89396 -0.96906 -5.050 10.479 0.550
C -0.96528 -0.63792 -1.15057 3.939 -0.534 -3.180
C -1.60862 0.55813 -0.84304 9.293 3.995 -6.504
C -0.91704 2.05540 -1.48091 7.619 -9.719 3.846
C -0.26186 2.65306 -0.26666 -4.566 -4.959 6.550
C 0.67667 1.72172 0.72809 2.946 4.628 -5.022
C 1.26015 2.52726 1.92302 -7.264 -6.184 0.890
N 1.90665 1.48900 -0.28136 -5.814 -3.957 5.439
C 2.49771 0.26839 -0.00204 5.594 5.006 -8.831
C 2.02921 -0.91672 0.47429 -4.792 3.015 3.572
C 2.69531 -1.98433 0.71987 6.822 -6.827 -2.388
C 4.00804 -2.01132 -0.06172 -4.950 -4.561 5.185
F 4.77626 -3.11053 -0.14553 -0.057 -0.942 0.560
C 4.42934 -0.97409 -0.62938 5.114 7.029 -8.752
C 3.74823 0.30825 -1.04068 -7.008 -14.879 10.922
C -2.79820 0.73347 -0.54988 -10.049 2.296 5.193
C -3.47302 -0.42558 -0.13312 2.597 -2.694 -0.792
H -4.66667 -3.97766 0.89316 -0.216 -0.232 0.195
H -4.64102 -2.32807 1.67738 0.747 0.095 1.048
H -5.48350 -2.37709 0.13700 2.806 -1.860 1.113
H -1.06480 -2.65537 -0.69440 4.623 -7.769 1.147
H 0.09680 -0.59241 -1.82485 -2.787 0.140 2.363
H 0.03020 1.55061 -2.17336 -2.875 2.014 1.419
H -1.48402 2.72348 -1.84777 -4.542 4.109 -3.411
H -1.14341 2.92264 0.64601 1.974 -0.130 -2.904
H 0.30124 3.41847 -0.39604 3.244 5.590 -1.149
H 0.14004 0.84957 0.81678 -0.603 -2.077 0.870
H 1.72689 3.27739 1.61087 3.099 6.980 -2.742
H 0.37181 2.67179 2.56830 0.702 0.790 0.008
H 1.96363 2.04436 2.47571 1.835 -2.223 1.542
H 2.32272 2.27217 -0.65955 1.398 1.384 -0.560
H 1.17269 -0.93389 1.16793 -0.411 0.759 -0.848
H 2.38269 -2.98916 1.20214 0.203 2.222 -0.666
H 5.44383 -1.26774 -1.32935 -2.483 1.048 2.165
H 4.19901 1.02671 -1.34251 5.151 8.966 -3.847
H -3.33245 1.85982 -0.25528 1.646 -3.368 -1.270
H -4.36062 -0.42954 0.39986 -1.670 0.130 0.692
```
Positions in Å, forces in eV/Å.

---

C20H34BrIN8NaO5S as an isolated structure. Source: the OMol25 dataset; level of theory: ωB97M-V/def2-TZVPD.

Results
ΔE to the lowest compared entry with this formula, charge and spin: 11.6 kcal/mol
F_max: 0.66 eV Å⁻¹
total charge: -1
orbital gap: 7.1 eV

Structure (XYZ):
```
71
Properties=species:S:1:pos:R:3:forces:R:3
Na -0.28863 -0.11800 -0.35243 -0.222 0.198 0.094
C -0.54264 -2.88386 1.24844 0.091 -0.209 0.168
N -1.23504 -1.64725 1.54269 -0.080 0.058 -0.238
C -1.07168 -1.27585 2.92974 0.065 0.114 0.090
C -2.63729 -1.75019 1.17017 -0.095 -0.149 0.125
C -3.30612 -0.40373 0.95824 -0.112 0.081 -0.030
N -2.76691 0.30966 -0.18646 0.101 -0.135 -0.103
C -3.08095 1.71968 -0.13473 0.023 0.081 0.098
C -3.19315 -0.25197 -1.45089 -0.161 -0.061 -0.113
H -0.96734 -3.74129 1.80504 0.003 0.013 -0.004
H 0.50113 -2.77914 1.53980 -0.025 0.009 -0.012
H -0.57219 -3.07966 0.18009 -0.008 -0.063 -0.113
H -1.49580 -2.03892 3.60884 -0.011 0.014 0.005
H -1.52831 -0.30939 3.13069 -0.016 0.015 0.046
H -0.00881 -1.16601 3.15213 0.027 -0.011 0.020
H -3.19961 -2.32330 1.93570 0.023 0.082 -0.061
H -2.69124 -2.33487 0.25236 0.004 -0.006 -0.062
H -3.16250 0.22862 1.83559 0.045 -0.012 0.037
H -4.40004 -0.55536 0.85276 0.089 -0.011 0.001
H -4.17013 1.89769 -0.19214 -0.011 0.029 0.022
H -2.60135 2.21974 -0.97467 0.016 0.053 -0.028
H -2.68076 2.13892 0.78550 0.009 0.093 0.030
H -4.28574 -0.15421 -1.59041 -0.009 -0.021 -0.011
H -2.92092 -1.29995 -1.52558 0.040 -0.118 -0.028
H -2.68992 0.26620 -2.26514 0.024 0.058 -0.043
N 1.90214 -0.54496 -3.22391 0.189 0.280 0.011
C 1.28292 -1.79041 -3.62626 -0.153 -0.317 -0.079
C 0.28068 -2.41380 -2.62435 0.299 0.016 0.004
O -0.10859 -3.57038 -2.86053 -0.097 -0.106 -0.078
O -0.01848 -1.70750 -1.62628 -0.227 -0.303 -0.283
H 2.36637 -0.70071 -2.33232 0.008 -0.007 -0.013
H 1.16391 0.12407 -3.02872 -0.032 -0.013 0.024
H 2.05524 -2.54084 -3.83310 -0.059 0.088 0.066
H 0.75508 -1.65619 -4.57626 -0.012 0.038 0.049
Br 4.90121 0.96284 -0.32734 -0.023 -0.002 0.048
C 3.88899 1.04962 1.29052 0.237 -0.036 -0.042
C 4.54174 0.82849 2.49559 -0.061 0.036 -0.107
C 3.76665 0.90935 3.63871 -0.001 -0.005 0.095
C 2.41126 1.19243 3.52760 0.014 0.007 -0.034
C 1.87148 1.38608 2.26336 -0.011 0.070 0.101
N 2.62059 1.31521 1.15897 -0.071 0.016 -0.014
C 0.37252 1.68480 2.07125 0.158 -0.107 0.115
O -0.28339 1.95078 3.08499 0.058 0.035 0.160
O -0.01266 1.58547 0.88686 -0.225 0.434 -0.082
H 5.59593 0.60337 2.51933 0.044 -0.016 0.023
H 4.22246 0.74974 4.60967 -0.022 0.004 -0.011
H 1.75580 1.28518 4.38095 -0.014 -0.001 0.038
N -0.11226 4.03084 -2.89145 -0.093 -0.038 -0.018
C 0.24246 2.85112 -2.34240 0.225 0.009 0.086
O -0.41274 1.83317 -2.47948 -0.212 -0.193 -0.049
C 1.54010 2.74608 -1.58255 0.043 0.056 -0.080
I 2.42182 4.55209 -0.87091 0.012 0.027 0.019
H -1.00598 4.06910 -3.35084 0.022 0.083 0.013
H 0.37719 4.87264 -2.64318 -0.050 0.040 -0.039
H 2.28693 2.27989 -2.22246 -0.016 -0.064 0.035
H 1.35541 2.14524 -0.69821 0.100 -0.057 0.153
C 2.12467 -6.05642 -1.30605 -0.047 -0.146 -0.118
C 2.64969 -4.65947 -1.58462 0.079 -0.024 -0.003
C 2.79782 -3.82102 -0.35754 -0.021 0.054 -0.389
N 2.98468 -2.55006 -0.37778 0.047 0.044 0.032
N 3.06656 -1.98921 0.86897 -0.040 -0.125 -0.074
C 2.94582 -2.87374 1.80370 0.154 0.501 0.401
N 3.02708 -2.52081 3.14538 -0.107 -0.232 -0.039
S 2.72964 -4.48373 1.24915 0.035 -0.186 0.128
H 2.03925 -6.61341 -2.23832 -0.003 -0.008 -0.016
H 1.12928 -6.01426 -0.86603 -0.053 0.036 0.029
H 2.77649 -6.62620 -0.64027 0.051 0.001 0.039
H 1.95209 -4.14630 -2.24585 0.010 -0.056 -0.022
H 3.62125 -4.69913 -2.08530 -0.006 -0.040 0.002
H 2.88975 -1.52227 3.24347 0.038 0.057 0.068
H 2.40589 -3.04280 3.74802 0.026 0.049 -0.042
```
Positions in Å, forces in eV/Å.

---

One molecule with the formula C25H41Cl2F4N3O2P2S at a distorted geometry. Source: the OMol25 dataset; level of theory: ωB97M-V/def2-TZVPD.

Results
SMILES string: CCCCC[C@@](CCCO)(O[C@]([PH2]=S)(P(CC)CC)[C@@](/C(Cl)=C(\C)Cl)(c1ccncc1)N(F)CN)C(F)(F)F
ΔE to the lowest compared entry with this formula, charge and spin: 15.7 kcal/mol
F_max: 2.49 eV Å⁻¹
total charge: 0
orbital gap: 7.7 eV

Structure (XYZ):
```
80
Properties=species:S:1:pos:R:3:forces:R:3
C -3.55023 1.43056 -4.90165 -0.162 0.421 -0.292
C -2.39900 2.35035 -4.49980 -0.156 -1.020 0.591
C -1.26348 1.52735 -3.80670 -0.879 1.080 -0.908
C -0.71522 2.37235 -2.66101 -0.192 -0.263 -0.039
C 0.44550 1.93518 -1.74022 -0.622 0.215 -0.258
C 0.85814 0.49263 -1.40544 2.207 0.386 -0.084
C 2.32555 0.62401 -0.83483 -0.697 0.199 -0.544
C 3.52482 0.77378 -1.77125 0.855 0.338 0.202
C 4.00269 2.20303 -2.01668 0.061 -0.097 0.044
O 4.19802 2.88992 -0.78246 -0.193 0.047 -0.016
O 0.14558 -0.32031 -0.48665 0.033 0.196 0.237
C -0.56669 0.09329 0.67496 -1.020 -1.326 0.346
P -2.16741 0.85689 -0.03920 -0.516 0.980 0.844
S -2.56509 2.70990 0.42875 0.066 0.069 -0.225
P 0.34404 1.34380 1.73419 0.450 1.828 -1.633
C -0.49764 2.13125 3.14119 0.248 0.246 1.340
C 0.22980 3.47574 3.43233 0.217 -0.457 -0.039
C 2.02026 0.83889 2.34116 0.060 -0.645 0.828
C 2.25885 0.85810 3.86288 0.316 0.026 -0.261
C -0.83203 -1.37739 1.34453 -1.188 0.898 0.595
C -1.97392 -1.40710 2.39931 -0.435 -0.146 0.453
Cl -2.82456 0.02702 2.90407 0.372 -0.098 -0.294
C -2.32723 -2.53858 3.01524 -0.142 -0.143 -0.086
C -1.68538 -3.87939 2.85187 -0.010 -0.231 0.451
Cl -3.61201 -2.58593 4.18989 0.099 0.208 -0.093
C -1.26415 -2.31624 0.20878 -0.212 -0.241 0.615
C -0.42648 -3.04074 -0.59387 1.983 0.405 0.254
C -0.85599 -3.86900 -1.58893 -0.458 -0.400 -0.318
N -2.14338 -4.06166 -1.84110 0.149 -0.232 -0.137
C -2.96271 -3.38210 -1.05454 -1.182 -0.485 -0.773
C -2.60467 -2.52232 -0.05939 -0.017 0.596 0.537
N 0.39540 -1.68105 2.06297 0.945 -0.243 -1.131
F 0.30961 -1.39536 3.41917 -0.484 -0.160 0.085
C 1.26267 -2.82896 1.82254 0.946 -0.672 0.600
N 2.16149 -3.04626 2.95705 -0.283 0.271 -0.423
C 0.98679 -0.42885 -2.62692 -1.479 -0.524 0.311
F 1.40679 0.20888 -3.71829 0.356 -0.033 -0.013
F -0.19754 -1.01055 -2.93752 0.147 0.137 -0.113
F 1.80417 -1.46499 -2.36849 0.366 -0.003 -0.190
H -4.06456 1.05385 -4.01930 0.062 -0.203 0.085
H -3.21819 0.59578 -5.51709 0.050 -0.110 0.027
H -4.29408 1.98495 -5.47510 -0.064 -0.024 -0.076
H -2.02825 2.86856 -5.37965 0.087 0.318 0.091
H -2.80228 3.03916 -3.75838 0.072 0.438 -0.224
H -1.74447 0.59701 -3.51993 0.378 -0.182 0.293
H -0.55438 1.34351 -4.60790 0.393 -0.410 0.254
H -0.42834 3.32427 -3.11025 0.233 0.086 0.017
H -1.57224 2.65342 -2.04876 0.007 -0.095 0.152
H 1.34795 2.40193 -2.12169 0.190 -0.199 -0.209
H 0.30383 2.43734 -0.78259 -0.082 -0.088 0.154
H 2.29004 1.52920 -0.23759 0.157 -0.122 0.386
H 2.47451 -0.23511 -0.19344 0.031 -0.090 0.108
H 3.51546 0.27337 -2.73613 -0.396 -0.134 0.016
H 4.37290 0.32327 -1.25191 -0.027 -0.192 0.131
H 4.97915 2.13972 -2.49766 -0.012 0.045 -0.245
H 3.33274 2.75404 -2.67786 -0.030 0.089 -0.007
H 3.67628 3.69465 -0.79170 0.013 0.054 0.081
H -3.26492 0.09236 0.37362 0.327 -0.390 -0.258
H -2.11110 0.61551 -1.42407 0.295 -0.283 0.205
H -0.41202 1.54335 4.05540 -0.103 -0.319 -0.075
H -1.54628 2.36195 3.03957 -0.108 -0.310 -0.604
H 1.17807 3.53453 2.90264 0.068 0.175 -0.124
H -0.38232 4.32818 3.15727 -0.015 0.066 -0.141
H 0.47198 3.53591 4.49122 -0.098 0.113 0.105
H 2.30370 -0.14492 1.98368 -0.299 -0.122 -0.165
H 2.73911 1.51638 1.88824 -0.085 0.206 -0.151
H 3.12127 0.23013 4.08005 0.070 -0.064 0.039
H 1.43695 0.47099 4.45346 -0.124 0.057 -0.006
H 2.52553 1.86272 4.18225 -0.215 0.088 0.203
H -2.24923 -4.63228 3.39157 -0.211 0.007 0.013
H -0.71993 -3.85024 3.35161 0.289 -0.060 -0.222
H -1.61296 -4.22730 1.82773 0.252 0.185 -0.182
H 0.63851 -2.94252 -0.47195 0.053 0.036 -0.162
H -0.12909 -4.40758 -2.18150 -0.042 -0.044 -0.153
H -4.02348 -3.53972 -1.21806 -0.025 -0.048 -0.128
H -3.38646 -2.05266 0.50871 -0.137 0.051 0.123
H 0.76581 -3.76570 1.56165 -0.527 0.172 0.034
H 1.92023 -2.59561 0.98379 -0.187 0.281 -0.167
H 3.04272 -3.37219 2.58925 0.080 -0.117 0.202
H 1.78038 -3.74437 3.57987 0.125 0.014 0.114
```
Positions in Å, forces in eV/Å.